[1]
15
Properties=species:S:1:pos:R:3:lowdin_charge:R:1 method="wB97M-V/def2-TZVPD" lumo_energy_ev=0.480 e_tot_ha=-358.83260 orbital_gap_ev=8.881 de_lowest_kcal_mol=116.58 max_force_ev_per_a=5.38 molar_mass_da=109.132
C 1.750 -0.305 0.564 -0.298
C 0.367 1.319 -0.533 -0.110
C -0.822 1.323 -1.140 -0.106
C -1.629 0.251 -0.585 -0.117
C -0.657 -0.555 0.154 -0.390
H 1.119 -2.045 1.151 0.040
H 2.361 0.625 0.696 0.133
H 1.207 1.993 -0.464 0.130
H -0.958 2.087 -1.800 0.073
H -2.128 0.790 0.561 0.231
H -2.385 -0.171 -1.362 0.157
H -0.012 -2.241 1.208 0.100
N 2.048 -1.436 0.997 0.096
N 0.612 0.128 0.007 -0.052
N -0.873 -1.762 0.546 0.114

[2]
16
Properties=species:S:1:pos:R:3:lowdin_charge:R:1 method="wB97M-V/def2-TZVPD" lumo_energy_ev=-0.628 e_tot_ha=-434.12662 orbital_gap_ev=6.894 de_lowest_kcal_mol=73.85 max_force_ev_per_a=3.38 molar_mass_da=125.131
C -1.855 1.940 -0.443 -0.185
C -0.482 2.120 -0.451 -0.197
C -0.975 0.226 0.628 -0.459
C 2.448 0.757 -0.131 -0.182
C -0.681 -1.116 1.350 -0.016
N -2.110 0.802 0.311 0.027
N 0.049 1.032 0.230 -0.011
N 2.175 0.308 -1.325 0.228
O 3.004 1.013 0.865 0.240
H -2.785 2.545 -0.557 0.091
H 0.217 2.659 -1.010 0.050
H -0.953 -1.076 2.383 0.058
H -1.066 -1.846 0.660 0.060
H 0.410 -1.221 1.261 0.051
H 1.205 0.357 -1.590 0.120
H 2.862 0.256 -2.031 0.126

[3]
16
Properties=species:S:1:pos:R:3:lowdin_charge:R:1 method="wB97M-V/def2-TZVPD" lumo_energy_ev=0.656 e_tot_ha=-434.22536 orbital_gap_ev=9.186 de_lowest_kcal_mol=11.89 max_force_ev_per_a=3.31 molar_mass_da=125.131
H 0.105 -2.180 -3.089 0.077
N 0.856 -1.534 -2.681 0.118
C 0.325 -0.997 -1.632 -0.352
N 0.706 -0.096 -0.704 0.134
C -0.268 0.031 0.365 -0.294
C -0.301 0.947 1.337 -0.110
C 0.829 1.914 1.637 -0.101
N -1.208 -0.941 0.139 0.155
C -1.051 -1.542 -1.072 -0.425
O -1.730 -2.380 -1.525 0.129
H 1.657 0.353 -0.657 0.176
H -1.101 1.025 2.059 0.098
H 1.439 1.904 0.733 0.049
H 0.419 2.929 1.922 0.089
H 1.403 1.527 2.513 0.082
H -2.080 -0.960 0.657 0.174

[4]
17
Properties=species:S:1:pos:R:3:lowdin_charge:R:1 method="wB97M-V/def2-TZVPD" lumo_energy_ev=0.075 e_tot_ha=-509.47101 orbital_gap_ev=9.685 de_lowest_kcal_mol=17.89 max_force_ev_per_a=1.91 molar_mass_da=141.130
H -1.240 -1.746 1.811 0.058
N -1.386 -0.824 1.395 0.207
C -0.618 -0.485 0.446 -0.268
C -0.643 0.900 -0.028 -0.193
C -1.516 1.533 -0.785 0.101
C 0.643 1.551 0.608 -0.513
N 1.627 1.693 -0.299 0.181
O 0.667 1.954 1.742 0.083
C 0.333 -1.374 -0.350 -0.460
N 0.259 -2.688 -0.067 0.178
O 1.044 -0.929 -1.234 0.061
H -2.403 1.038 -1.145 0.072
H -1.375 2.570 -1.045 0.075
H 1.623 1.095 -1.115 0.089
H 2.503 2.087 0.007 0.115
H -0.376 -3.047 0.625 0.094
H 0.856 -3.327 -0.566 0.119

[5]
18
Properties=species:S:1:pos:R:3:lowdin_charge:R:1 method="wB97M-V/def2-TZVPD" lumo_energy_ev=0.478 e_tot_ha=-907.66203 orbital_gap_ev=9.220 de_lowest_kcal_mol=25.18 max_force_ev_per_a=3.32 molar_mass_da=173.197
O -1.691 3.185 -0.139 0.100
C -1.702 1.987 -0.074 -0.483
N -2.824 1.150 -0.029 0.149
C -2.507 -0.170 0.015 -0.816
S -3.447 -1.486 0.000 0.663
N -1.036 -0.182 0.162 -0.054
N -0.635 1.138 -0.049 0.018
C 0.754 1.422 0.236 -0.147
O 1.573 0.478 -0.376 -0.093
C 1.236 -0.846 0.004 -0.170
C -0.190 -1.175 -0.451 -0.136
H -3.776 1.482 -0.063 0.161
H 1.001 2.403 -0.176 0.150
H 0.911 1.418 1.332 0.149
H 1.312 -0.957 1.095 0.129
H 1.967 -1.491 -0.482 0.130
H -0.249 -1.138 -1.547 0.136
H -0.524 -2.155 -0.111 0.114

[6]
18
Properties=species:S:1:pos:R:3:lowdin_charge:R:1 method="wB97M-V/def2-TZVPD" lumo_energy_ev=0.327 e_tot_ha=-907.50109 orbital_gap_ev=9.091 de_lowest_kcal_mol=126.17 max_force_ev_per_a=4.52 molar_mass_da=173.197
C 1.247 2.081 0.286 -0.048
C 0.913 1.095 -0.848 -0.235
N 0.687 -0.220 -0.330 -0.045
C -0.540 -0.693 -0.061 -0.599
N -0.806 -1.654 0.792 0.070
C -2.175 -1.852 0.891 -0.224
C -2.955 -1.065 0.100 -0.369
S -1.927 0.080 -0.808 1.021
N 1.903 -0.992 -0.083 -0.358
O 1.712 -2.138 0.275 0.097
O 2.903 -0.401 -0.214 0.115
H 2.215 1.905 0.843 0.098
H 1.333 3.134 -0.097 0.092
H 0.425 2.071 0.898 0.035
H 0.160 1.458 -1.526 0.088
H 1.720 0.827 -1.528 0.120
H -2.783 -2.506 1.403 0.078
H -4.034 -1.131 0.007 0.063

[7]
17
Properties=species:S:1:pos:R:3:lowdin_charge:R:1 method="wB97M-V/def2-TZVPD" lumo_energy_ev=0.527 e_tot_ha=-832.36081 orbital_gap_ev=7.714 de_lowest_kcal_mol=45.47 max_force_ev_per_a=4.53 molar_mass_da=157.198
O 1.973 0.590 1.322 -0.085
C 1.988 0.022 -0.015 -0.156
N 0.607 0.227 -0.755 -0.077
C 0.337 1.706 -0.708 -0.441
S -1.399 2.039 -0.287 0.925
C -1.683 0.341 0.108 -0.596
N -2.710 -0.417 0.344 0.063
C -2.212 -1.676 0.293 -0.183
N -0.900 -1.693 -0.071 0.115
C -0.518 -0.414 -0.213 -0.344
H 1.173 0.268 1.731 0.073
H 2.699 0.798 -0.549 0.153
H 2.389 -0.997 0.034 0.112
H 0.930 2.160 0.078 0.059
H 0.547 2.177 -1.694 0.088
H -2.869 -2.592 0.458 0.135
H -0.352 -2.538 -0.076 0.159

[8]
16
Properties=species:S:1:pos:R:3:lowdin_charge:R:1 method="wB97M-V/def2-TZVPD" lumo_energy_ev=0.142 e_tot_ha=-757.12797 orbital_gap_ev=9.066 de_lowest_kcal_mol=10.98 max_force_ev_per_a=3.67 molar_mass_da=141.199
C -0.495 -2.088 -0.161 -0.253
C 0.999 -0.103 -0.264 -0.476
C -1.518 0.407 0.202 -0.837
C 1.224 1.232 -0.904 -0.036
C -0.245 -0.805 -0.685 -0.156
N -0.663 -3.125 0.299 0.176
N 1.796 -0.486 0.638 0.149
N -1.215 0.405 1.480 0.102
S -2.673 1.101 -0.650 0.689
H 0.302 1.813 -0.916 0.063
H 1.992 1.771 -0.359 0.083
H 1.550 1.101 -1.935 0.090
H -0.521 -0.688 -1.730 0.127
H 1.616 -1.413 1.023 0.053
H -0.389 -0.067 1.826 0.105
H -1.760 0.944 2.138 0.120

no.,HOMO (eV)
1,-8.401
2,-7.523
3,-8.530
4,-9.609
5,-8.742
6,-8.764
7,-7.187
8,-8.924